# 1
ORCA calculation (ωB97M-V with the def2-TZVPD basis set) on 10 unconnected molecules or ions with the total composition C40H45Br10N5O10 at a distorted geometry.

Atoms and positions in Å:
Br  6.547  49.868  -9.668
C  5.095  49.007  -10.626
C  4.576  47.872  -9.812
Br  2.942  47.186  -10.608
H  5.409  48.690  -11.615
H  4.346  49.787  -10.729
H  4.300  48.221  -8.818
H  5.288  47.061  -9.689
Br  4.582  41.018  -1.484
C  2.853  41.273  -2.345
C  2.810  42.696  -2.862
Br  1.038  43.064  -3.580
H  2.051  41.013  -1.668
H  2.865  40.594  -3.195
H  3.590  42.867  -3.598
H  2.920  43.412  -2.053
Br  1.380  40.150  -7.255
C  1.887  38.479  -6.427
C  3.369  38.539  -6.115
Br  3.913  36.975  -5.115
H  1.696  37.604  -7.040
H  1.308  38.399  -5.512
H  3.694  39.424  -5.573
H  3.941  38.559  -7.043
Br  6.384  44.285  -9.514
C  4.655  43.440  -9.751
C  4.613  42.547  -10.954
Br  4.435  43.602  -12.600
H  3.887  44.206  -9.765
H  4.533  42.825  -8.859
H  3.695  41.964  -10.982
H  5.452  41.870  -11.056
Br  1.277  50.769  -9.707
C  2.445  50.400  -8.183
C  2.921  51.657  -7.513
Br  4.292  52.526  -8.574
H  3.270  49.824  -8.595
H  1.902  49.716  -7.537
H  3.417  51.361  -6.590
H  2.143  52.389  -7.343
C  -2.180  44.443  -10.566
C  -3.283  44.439  -9.733
C  -3.164  44.187  -8.374
C  -1.914  43.914  -7.876
C  -0.802  43.865  -8.674
C  -0.938  44.125  -10.030
N  -1.764  43.519  -6.477
O  -0.851  42.783  -6.179
O  -2.559  44.001  -5.692
H  -2.301  44.591  -11.631
H  -4.267  44.624  -10.147
H  -4.088  44.200  -7.817
H  0.178  43.709  -8.250
H  -0.026  44.095  -10.615
C  7.489  38.478  -3.701
C  7.329  38.008  -4.989
C  6.965  38.854  -6.026
C  6.806  40.189  -5.732
C  7.038  40.695  -4.473
C  7.340  39.829  -3.439
N  6.350  41.105  -6.781
O  6.090  42.241  -6.464
O  6.175  40.647  -7.902
H  7.714  37.787  -2.899
H  7.453  36.962  -5.231
H  6.764  38.390  -6.979
H  6.910  41.754  -4.297
H  7.425  40.255  -2.450
C  -1.492  47.162  -7.167
C  -2.742  47.305  -6.585
C  -3.748  47.890  -7.331
C  -3.508  48.279  -8.626
C  -2.240  48.228  -9.167
C  -1.231  47.666  -8.419
N  -4.640  48.694  -9.455
O  -5.737  48.749  -8.944
O  -4.408  48.969  -10.615
H  -0.699  46.655  -6.626
H  -2.927  47.037  -5.556
H  -4.714  47.970  -6.851
H  -2.110  48.538  -10.193
H  -0.239  47.587  -8.846
C  2.835  43.465  -6.569
C  3.807  44.465  -6.542
C  3.425  45.769  -6.777
C  2.120  46.042  -7.111
C  1.205  45.021  -7.311
C  1.535  43.723  -6.981
N  1.704  47.430  -7.242
O  2.511  48.295  -6.921
O  0.606  47.658  -7.683
H  3.208  42.486  -6.281
H  4.825  44.262  -6.246
H  4.163  46.553  -6.708
H  0.247  45.260  -7.754
H  0.832  42.925  -7.160
C  6.759  47.581  -6.203
C  6.061  47.516  -5.004
C  6.272  46.464  -4.125
C  7.271  45.555  -4.405
C  7.993  45.612  -5.574
C  7.696  46.599  -6.499
N  7.506  44.431  -3.509
O  8.508  43.765  -3.698
O  6.667  44.178  -2.675
H  6.616  48.415  -6.880
H  5.351  48.302  -4.777
H  5.559  46.241  -3.340
H  8.778  44.895  -5.761
H  8.232  46.559  -7.439

Atoms 1-6, force components in eV/Å:
Br 0.3 -0.3 -0.1
C -0.3 0.5 -0.3
C 0.0 -0.1 0.8
Br 0.0 -0.2 0.0
H 0.3 0.1 0.1
H -0.1 0.0 -0.1

Output
SMILES   O=[N+]([O-])c1ccccc1.O=[N+]([O-])c1ccccc1.O=[N+]([O-])c1ccccc1.O=[N+]([O-])c1ccccc1.O=[N+]([O-])c1ccccc1.BrCCBr.BrCCBr.BrCCBr.BrCCBr.BrCCBr
Orbital gap   0.30360 Ha
Energy relative to the best compared isomer or geometry (same formula, charge and spin)   3.382 eV
Charge   0



# 2
ORCA calculation (ωB97M-V with the def2-TZVPD basis set) on a single C7H11BrNO2P molecule at a distorted geometry.

Atoms and positions in Å:
C  1.646  1.054  -0.621
C  1.889  -0.156  -0.153
C  -2.368  2.069  -0.397
C  -1.617  2.574  0.721
C  0.721  -1.066  0.100
C  0.667  -1.481  1.542
C  0.898  -2.258  -0.898
N  -0.963  2.374  -0.572
O  -0.101  1.160  -2.681
O  -0.509  -0.353  -0.181
P  -0.059  1.167  -1.190
Br  3.642  -0.907  -0.111
H  2.246  1.863  -0.696
H  -2.465  1.055  -0.338
H  -3.042  2.732  -0.812
H  -1.727  3.585  0.956
H  -1.200  2.099  1.635
H  -0.194  -2.134  1.735
H  0.540  -0.507  2.119
H  1.660  -1.958  1.910
H  -0.076  -2.974  -1.006
H  1.779  -2.855  -0.583
H  0.882  -1.706  -1.862

Atoms 1-6, force components in eV/Å:
C -2.7 -1.5 0.8
C 0.4 0.3 -0.4
C 0.7 0.2 0.9
C 2.3 -0.5 1.7
C -0.7 -1.4 -0.9
C 1.2 0.7 1.8

Output
SMILES   CC1(C)O[P@@](=O)(N2CC2)C=C1Br
Orbital gap   0.38178 Ha
Charge   0



# 3
ORCA calculation (ωB97M-V with the def2-TZVPD basis set) on a molecular structure, C22H32N2OP2Zr at a distorted geometry.

Atoms and positions in Å:
C  -1.244  3.632  -2.630
C  -1.020  2.287  -2.384
C  0.285  1.741  -2.662
C  1.345  2.608  -3.139
C  1.053  3.987  -3.381
C  -0.214  4.478  -3.140
C  2.616  2.034  -3.319
C  2.837  0.678  -3.018
C  1.698  -0.097  -2.567
C  1.864  -1.483  -2.210
C  3.125  -2.050  -2.316
C  4.244  -1.294  -2.777
C  4.111  0.036  -3.120
H  -2.230  4.062  -2.421
H  1.850  4.644  -3.747
H  -0.437  5.535  -3.324
H  3.446  2.653  -3.680
H  3.269  -3.100  -2.039
H  5.222  -1.783  -2.849
H  4.975  0.619  -3.460
N  0.472  0.432  -2.430
Zr  0.202  0.365  1.083
C  -2.041  1.382  -1.758
H  -1.955  0.365  -2.174
H  -3.064  1.768  -1.915
C  0.669  -2.208  -1.674
H  -0.236  -1.896  -2.221
H  0.792  -3.303  -1.752
P  -1.799  1.210  0.106
P  0.327  -1.810  0.146
C  1.647  -2.858  0.925
H  1.498  -2.866  2.018
H  1.638  -3.895  0.542
H  2.627  -2.396  0.720
C  -1.155  -2.917  0.376
H  -0.947  -3.957  0.065
H  -1.454  -2.911  1.438
H  -1.995  -2.525  -0.223
C  -2.207  2.931  0.646
H  -3.151  3.293  0.199
H  -2.282  2.940  1.745
H  -1.375  3.593  0.357
C  -3.379  0.327  0.537
H  -3.442  0.214  1.632
H  -4.265  0.880  0.178
H  -3.371  -0.679  0.085
H  1.006  1.033  -0.069
H  0.135  1.838  1.820
C  -2.001  -2.147  4.597
N  -0.764  -1.397  4.707
C  -0.036  -1.342  5.965
C  -0.258  -0.731  3.634
O  -0.801  -0.742  2.533
H  -2.278  -2.623  5.562
H  -1.889  -2.948  3.839
H  -2.826  -1.465  4.300
H  0.982  -1.766  5.832
H  0.057  -0.287  6.306
H  -0.543  -1.918  6.768
H  0.667  -0.169  3.742

Atoms 1-6, force components in eV/Å:
C 0.1 -0.6 0.2
C 0.3 0.7 -0.1
C 0.4 0.1 -0.2
C -0.2 -0.6 0.1
C -0.6 0.2 0.1
C 0.5 -0.1 -0.1

Output
Orbital gap   0.18820 Ha
Energy relative to the best compared isomer or geometry (same formula, charge and spin)   3.852 eV
Charge   +2